Molecular formula: C24H62N4O8
Method: DFT, the ωB97M-V functional and the def2-TZVPD basis

Spin multiplicity   1
LUMO level   0.62 eV
HOMO energy   -8.561 eV
Total charge   0
Maximum force   2.418 eV/Å
ΔE to the lowest compared entry with this formula, charge and spin   13.7 kcal/mol

Atoms and positions in Å:
C 8.460 1.698 4.780
O 7.792 1.756 3.551
C 7.012 2.929 3.427
C 6.316 2.902 2.076
C 5.425 4.125 1.886
N 5.452 1.720 1.984
H 9.072 2.592 4.949
H 9.220 0.912 4.720
H 7.853 1.443 5.651
H 6.230 3.050 4.184
H 7.693 3.790 3.454
H 7.051 2.794 1.275
H 5.869 5.049 2.261
H 4.552 3.996 2.540
H 5.000 4.265 0.896
H 5.921 0.887 2.316
H 4.606 1.837 2.528
C -0.175 0.684 -4.560
O -1.443 0.600 -3.933
C -1.882 -0.750 -3.872
C -3.164 -0.921 -3.085
N -4.406 -0.300 -3.650
C -4.457 1.151 -3.477
C -4.555 1.599 -2.046
O -4.965 2.925 -1.924
C -4.707 3.453 -0.648
H 0.586 0.197 -3.946
H 0.036 1.748 -4.674
H -0.237 0.290 -5.581
H -1.115 -1.327 -3.344
H -2.033 -1.114 -4.898
H -2.992 -0.747 -2.020
H -3.388 -1.992 -3.170
H -4.179 -0.488 -4.625
H -5.201 1.578 -4.162
H -3.610 1.713 -3.908
H -3.550 1.447 -1.620
H -5.192 0.863 -1.524
H -3.639 3.517 -0.424
H -5.146 2.951 0.221
H -5.146 4.450 -0.662
C -2.999 -2.039 4.161
O -3.754 -1.222 3.314
C -3.493 -1.312 1.917
C -4.041 -0.060 1.230
N -3.229 1.157 1.435
C -3.563 1.871 2.664
C -2.559 2.989 3.000
O -1.196 2.573 3.075
C -0.340 3.496 3.736
H -3.327 -1.913 5.190
H -1.930 -1.779 4.179
H -3.066 -3.080 3.824
H -4.075 -2.141 1.498
H -2.416 -1.416 1.791
H -5.120 0.087 1.189
H -3.894 -0.333 0.171
H -2.327 0.751 1.637
H -3.773 1.198 3.498
H -4.460 2.488 2.521
H -2.846 3.575 3.877
H -2.642 3.671 2.138
H -0.723 4.509 3.656
H 0.657 3.300 3.339
H -0.175 3.210 4.781
C 3.875 -5.306 -2.974
O 3.441 -3.976 -3.044
C 2.587 -3.710 -4.130
C 1.178 -4.271 -4.097
N 0.313 -3.564 -3.203
C 0.673 -3.406 -1.817
C -0.519 -3.054 -0.945
O -1.400 -4.187 -1.007
C -2.449 -4.136 -0.084
H 3.071 -6.047 -3.011
H 4.506 -5.398 -2.092
H 4.531 -5.552 -3.826
H 3.080 -4.026 -5.061
H 2.517 -2.631 -4.286
H 1.186 -5.361 -3.913
H 0.825 -4.216 -5.132
H -0.628 -3.941 -3.221
H 1.323 -2.528 -1.670
H 1.274 -4.201 -1.360
H -1.032 -2.119 -1.204
H -0.284 -2.979 0.126
H -3.372 -3.713 -0.488
H -2.235 -3.615 0.858
H -2.662 -5.138 0.301
C 0.551 1.616 -0.005
C 1.244 0.733 1.048
O 0.215 0.317 1.956
H 1.198 1.944 -0.828
H 0.127 2.534 0.401
H -0.214 1.024 -0.506
H 2.101 1.148 1.585
H 1.576 -0.188 0.566
H -0.267 1.094 2.298


Molecular formula: C24H63BBrClN3O9P2
Method: DFT, the ωB97M-V functional and the def2-TZVPD basis

Spin multiplicity   1
LUMO level   2.06 eV
HOMO energy   -4.725 eV
Total charge   -1
Maximum force   1.816 eV/Å

Atoms and positions in Å:
C 5.139 1.517 2.526
C 4.829 0.919 1.178
O 3.561 1.331 0.721
C 2.749 0.237 0.298
C 1.483 0.717 -0.305
O 0.716 1.365 0.646
C -0.609 1.631 0.209
P -1.922 1.239 1.589
Cl -0.422 1.514 3.225
Br -1.130 -1.073 1.430
C -3.314 0.851 0.285
O -3.621 -0.535 0.184
C -4.978 -0.825 0.086
C -5.244 -2.088 0.890
O -4.240 -3.038 0.633
C -3.847 -3.755 1.781
C -3.139 -5.003 1.342
P -3.404 0.564 3.142
O -4.771 1.168 2.985
B -2.470 3.127 1.664
O -3.020 3.644 0.488
C -2.324 4.151 2.857
C -3.318 3.902 3.984
H 4.609 0.987 3.302
H 6.197 1.395 2.733
H 4.887 2.566 2.566
H 4.872 -0.161 1.235
H 5.608 1.221 0.478
H 2.546 -0.383 1.164
H 3.291 -0.330 -0.459
H 0.990 -0.168 -0.711
H 1.757 1.370 -1.145
H -0.646 2.667 -0.112
H -0.819 0.948 -0.605
H -2.980 1.185 -0.695
H -4.197 1.426 0.523
H -5.312 -0.987 -0.944
H -5.609 -0.052 0.518
H -5.238 -1.777 1.930
H -6.238 -2.473 0.657
H -4.708 -4.003 2.398
H -3.144 -3.154 2.358
H -2.771 -5.540 2.205
H -3.762 -5.648 0.736
H -2.275 -4.720 0.752
H -3.470 -0.846 3.095
H -2.868 0.831 4.420
H -2.465 4.382 0.189
H -1.327 4.208 3.268
H -2.525 5.149 2.468
H -2.977 3.092 4.615
H -3.429 4.763 4.632
H -4.303 3.636 3.622
C -6.095 5.377 7.501
C -7.329 5.873 6.753
C -8.305 4.754 6.357
O -7.901 3.988 5.246
C -6.993 2.933 5.535
N -6.894 6.663 5.597
H -5.380 4.895 6.834
H -5.581 6.214 7.973
H -6.368 4.664 8.282
H -7.872 6.542 7.428
H -9.249 5.223 6.060
H -8.528 4.102 7.213
H -7.200 2.482 6.511
H -5.961 3.285 5.497
H -7.109 2.172 4.765
H -7.709 7.077 5.152
H -6.533 6.015 4.900
C 4.595 0.084 -6.034
C 5.065 -1.111 -5.210
C 4.547 -1.109 -3.765
O 5.216 -0.213 -2.901
C 4.754 1.127 -2.943
N 6.529 -1.182 -5.263
H 5.127 0.998 -5.770
H 4.774 -0.098 -7.094
H 3.526 0.260 -5.898
H 4.668 -2.010 -5.690
H 4.723 -2.104 -3.346
H 3.463 -0.938 -3.732
H 3.676 1.178 -3.114
H 5.284 1.702 -3.707
H 4.970 1.579 -1.975
H 6.830 -2.032 -4.793
H 6.886 -0.434 -4.674
C 7.057 -6.720 -7.511
C 5.684 -6.071 -7.363
C 5.699 -4.779 -6.535
O 5.791 -4.971 -5.136
C 7.100 -5.166 -4.636
N 4.748 -7.064 -6.827
H 7.369 -7.228 -6.599
H 7.034 -7.468 -8.303
H 7.817 -5.979 -7.768
H 5.343 -5.799 -8.366
H 4.745 -4.268 -6.694
H 6.484 -4.092 -6.878
H 7.835 -4.577 -5.193
H 7.382 -6.221 -4.657
H 7.107 -4.839 -3.596
H 3.811 -6.670 -6.821
H 4.967 -7.194 -5.843


Molecular formula: C24H63N3O12
Method: DFT, the ωB97M-V functional and the def2-TZVPD basis

Spin multiplicity   1
LUMO level   0.18 eV
HOMO energy   -8.395 eV
Total charge   0
Maximum force   1.546 eV/Å
ΔE to the lowest compared entry with this formula, charge and spin   0.0 kcal/mol

Atoms and positions in Å:
C -2.203 -2.189 4.266
O -2.485 -3.505 3.884
C -1.793 -4.484 4.658
C -1.724 -5.797 3.892
N -0.663 -5.893 2.871
C -0.931 -5.060 1.700
C 0.168 -5.204 0.690
O 1.325 -4.469 1.089
C 2.205 -4.235 0.023
H -2.541 -1.979 5.293
H -2.782 -1.535 3.613
H -1.132 -1.973 4.180
H -2.350 -4.639 5.599
H -0.785 -4.153 4.950
H -2.686 -6.024 3.430
H -1.540 -6.606 4.610
H 0.178 -5.500 3.294
H -1.100 -4.000 1.918
H -1.842 -5.417 1.208
H -0.153 -4.932 -0.327
H 0.449 -6.264 0.571
H 1.667 -3.915 -0.874
H 2.847 -5.100 -0.181
H 2.865 -3.414 0.322
C 4.825 3.508 -5.273
O 3.676 2.744 -5.018
C 3.932 1.365 -5.012
C 2.725 0.625 -4.472
N 1.483 1.153 -5.044
C 0.360 0.913 -4.124
C -0.912 1.532 -4.640
O -0.817 2.932 -4.555
C -1.979 3.564 -5.018
H 5.639 3.234 -4.590
H 4.567 4.554 -5.127
H 5.176 3.379 -6.306
H 4.820 1.140 -4.409
H 4.125 1.029 -6.042
H 2.735 0.691 -3.373
H 2.794 -0.417 -4.794
H 1.614 2.160 -5.116
H 0.605 1.319 -3.126
H 0.274 -0.171 -4.029
H -1.769 1.078 -4.127
H -1.001 1.241 -5.703
H -1.773 4.632 -5.095
H -2.806 3.433 -4.307
H -2.263 3.181 -6.003
C -0.670 3.746 -0.310
O -1.548 2.669 -0.540
C -2.643 2.642 0.357
C -2.211 2.529 1.816
N -1.215 1.494 1.978
C -0.958 1.092 3.359
C -0.239 2.090 4.257
O -1.023 3.242 4.469
C -0.388 4.153 5.318
H -0.412 3.839 0.754
H -1.099 4.702 -0.633
H 0.230 3.554 -0.879
H -3.225 1.760 0.074
H -3.275 3.531 0.224
H -3.086 2.316 2.441
H -1.899 3.508 2.203
H -0.345 1.872 1.602
H -0.276 0.235 3.325
H -1.883 0.797 3.854
H 0.735 2.387 3.829
H -0.027 1.590 5.218
H -1.133 4.853 5.696
H 0.374 4.738 4.786
H 0.075 3.644 6.171
O 0.455 -1.275 -1.545
C 0.684 -0.778 -0.242
C -0.152 -1.485 0.786
O -1.512 -1.080 0.735
H -0.449 -1.024 -1.812
H 1.743 -0.953 -0.019
H 0.538 0.314 -0.232
H 0.267 -1.411 1.802
H -0.155 -2.554 0.575
H -1.551 -0.146 1.047
O 2.241 3.244 0.832
C 3.050 2.058 0.740
C 3.499 1.536 2.087
O 4.665 2.163 2.588
H 2.817 4.000 0.984
H 2.445 1.302 0.244
H 3.945 2.226 0.130
H 3.724 0.471 2.020
H 2.675 1.648 2.807
H 4.572 3.117 2.521
O -2.361 -3.178 -0.820
C -3.328 -2.675 -1.743
C -2.672 -1.959 -2.905
O -2.051 -0.694 -2.513
H -2.070 -2.371 -0.355
H -3.801 -3.560 -2.183
H -4.048 -2.020 -1.242
H -3.471 -1.737 -3.624
H -1.861 -2.532 -3.337
H -2.721 -0.161 -2.070


Molecular formula: C24H64BF4O8V
Method: DFT, the ωB97M-V functional and the def2-TZVPD basis

Spin multiplicity   4
LUMO level (alpha / beta)   -4.95 / -4.98 eV
HOMO energy (alpha / beta)   -11.695 / -11.695 eV
Total charge   +1
Maximum force   2.605 eV/Å
ΔE to the lowest compared entry with this formula, charge and spin   29.3 kcal/mol

Atoms and positions in Å:
V 2.362 -1.498 1.217
B 0.111 0.326 -0.030
F 0.277 1.608 0.478
F -1.200 0.123 -0.435
F 1.014 0.104 -1.075
F 0.466 -0.598 1.031
C -0.798 2.312 -3.866
C -1.600 1.023 -3.870
C -2.186 0.682 -5.228
O -0.712 -0.063 -3.525
H 0.042 2.192 -4.554
H -0.367 2.525 -2.884
H -1.404 3.171 -4.156
H -2.411 1.029 -3.135
H -2.941 -0.096 -5.105
H -1.469 0.349 -5.977
H -2.683 1.560 -5.647
H -0.360 0.125 -2.648
C -2.121 4.199 -0.515
C -2.855 3.562 0.657
C -4.205 4.196 0.887
O -3.069 2.155 0.428
H -1.853 5.217 -0.199
H -2.784 4.342 -1.370
H -1.209 3.688 -0.808
H -2.225 3.605 1.556
H -4.774 3.727 1.687
H -4.781 4.149 -0.039
H -4.090 5.253 1.138
H -2.218 1.713 0.338
C 1.336 4.355 1.765
C 1.365 3.579 3.066
C 0.086 3.671 3.886
O 1.627 2.186 2.802
H 0.497 3.997 1.163
H 2.268 4.224 1.215
H 1.214 5.426 1.929
H 2.209 3.885 3.686
H -0.333 4.678 3.917
H 0.251 3.262 4.879
H -0.674 3.057 3.392
H 1.081 1.884 2.066
C -2.138 -1.421 3.532
C -1.459 -0.090 3.904
C -2.379 0.770 4.734
O -0.318 -0.381 4.726
H -2.122 -2.082 4.399
H -1.599 -1.906 2.712
H -3.186 -1.290 3.258
H -1.147 0.433 2.995
H -2.786 0.269 5.613
H -3.185 1.204 4.142
H -1.839 1.626 5.151
H 0.298 -0.923 4.228
C 2.677 2.367 -2.223
C 4.102 1.948 -1.846
C 4.754 3.048 -1.029
O 4.125 0.708 -1.124
H 2.712 3.361 -2.669
H 2.054 2.385 -1.323
H 2.179 1.711 -2.938
H 4.611 1.785 -2.796
H 4.848 3.938 -1.649
H 5.751 2.758 -0.693
H 4.164 3.296 -0.143
H 3.785 0.851 -0.236
C -3.578 -3.380 -0.121
C -2.184 -3.687 -0.619
C -2.030 -3.446 -2.124
O -1.241 -2.826 0.073
H -3.723 -3.768 0.890
H -4.306 -3.894 -0.753
H -3.801 -2.314 -0.115
H -1.888 -4.709 -0.392
H -2.228 -4.319 -2.749
H -0.980 -3.205 -2.311
H -2.611 -2.610 -2.508
H -1.503 -1.908 -0.082
C 0.715 -4.769 2.939
C 1.376 -4.652 1.558
C 0.777 -5.646 0.594
O 1.197 -3.288 1.082
H -0.367 -4.737 2.781
H 1.017 -3.999 3.644
H 0.903 -5.774 3.323
H 2.440 -4.850 1.690
H 0.895 -5.358 -0.456
H -0.293 -5.825 0.704
H 1.304 -6.598 0.678
H 0.223 -3.167 0.876
C 2.715 -1.702 -3.196
C 2.543 -2.522 -1.930
C 3.223 -3.855 -1.999
O 3.078 -1.757 -0.798
H 2.345 -0.689 -3.013
H 2.172 -2.140 -4.028
H 3.761 -1.534 -3.475
H 1.469 -2.633 -1.769
H 3.047 -4.489 -1.124
H 4.309 -3.786 -2.095
H 2.894 -4.450 -2.853
H 3.546 -0.964 -1.163